Below is a 2-piece molecular cluster, C5H11NO overall at a distorted geometry, with properties calculated with the ωB97M-V functional and the def2-TZVPD basis.

Output
* spin multiplicity: 1
* ΔE to the lowest compared entry with this formula, charge and spin: 61.2 kcal per mole
* total charge: 0
* HOMO-LUMO gap: 0.364 Eh
* max |F|: 0.040 hartree/bohr
* LUMO energy: 0.9938 eV

Structure (XYZ):
```
18
C5H11NO, DFT the ωB97M-V functional and the def2-TZVPD basis
C 0.887 -1.254 -2.281
C 1.076 -0.111 -1.288
C -0.111 0.487 -0.579
C -1.253 -0.163 -0.404
C -0.905 2.596 -0.847
N 0.021 1.887 -0.364
H 0.010 -1.082 -2.910
H 0.930 -2.256 -1.870
H 1.721 -1.112 -2.974
H 1.703 -0.445 -0.449
H 1.631 0.693 -1.767
H -1.379 -1.147 -0.838
H -2.009 0.219 0.261
H -1.773 2.193 -1.380
H -1.046 3.653 -0.618
H -0.227 -1.739 6.600
H 0.564 -0.788 5.993
O 0.159 -1.630 5.714
```

Formally, the Löwdin partial charges of the atoms, in units of the elementary charge, are as follows: -0.11 -0.22 -0.40 0.04 -0.04 0.03 0.08 0.07 0.07 0.12 0.10 0.06 0.06 0.08 0.07 0.04 0.04 -0.07